Run a
Here is C5H10NO2 as an isolated structure from the Open Molecules 2025 dataset. Energies are from the ωB97M-V functional and the def2-TZVPD basis.

Its charge is -1. The frontier orbital gap is 7.2838 eV.

Cartesian coordinates (Å):
O 1.867 -0.438 -1.682
C 1.580 0.611 -2.347
O 0.463 1.173 -2.440
C -0.997 -0.867 2.186
C -0.964 -0.029 0.717
C 0.178 0.940 0.887
C -0.818 -1.273 -0.342
N -1.435 -0.043 3.224
H 2.352 0.968 -3.050
H -1.904 0.519 0.624
H 1.081 0.387 1.193
H 0.413 1.467 -0.058
H -0.102 1.632 1.697
H -1.571 -2.022 -0.094
H 0.125 -1.690 0.067
H -0.638 -1.196 -1.417
H -2.248 -0.622 2.511
H 0.031 -1.323 2.323

Run b
Here is C5H10NO2 as an isolated structure from the Open Molecules 2025 dataset. Energies are from the ωB97M-V functional and the def2-TZVPD basis.

Its charge is -1. The frontier orbital gap is 5.0693 eV.

Cartesian coordinates (Å):
C 0.725 1.743 0.644
C 1.100 0.899 -0.625
C 1.124 -0.567 -0.835
C 1.002 -1.684 0.266
N -1.615 -0.349 0.800
C -2.416 -0.220 -0.297
O -3.669 -0.189 -0.091
O -1.863 -0.061 -1.423
H 1.585 2.544 0.838
H -0.095 2.265 0.223
H 0.433 1.199 1.585
H 1.690 1.572 -1.374
H 0.059 0.193 -0.944
H 1.605 -0.971 -1.825
H 1.342 -2.716 -0.065
H 1.376 -1.413 1.212
H -0.158 -1.766 0.379
H -2.223 -0.479 1.534

Run c
Here is an isolated ion of composition C5H10NO2 and charge -1 from the Open Molecules 2025 dataset. Energies are from the ωB97M-V functional and the def2-TZVPD basis.

As for the SMILES: CC[C@@H](C=O)NC[O-]. Its charge is -1. The frontier orbital gap is 6.7508 eV.

Cartesian coordinates (Å):
C -2.630 -0.418 -0.321
C -1.604 0.601 0.205
C -0.134 0.154 0.118
C 0.265 0.243 -1.350
O -0.368 -0.069 -2.335
N 0.762 0.810 1.027
C 1.989 -0.096 1.459
O 1.970 -1.283 0.934
H -2.261 -1.149 -1.036
H -3.120 -0.886 0.541
H -3.414 0.143 -0.856
H -1.778 0.776 1.267
H -1.779 1.557 -0.284
H -0.006 -0.922 0.332
H 1.328 0.527 -1.499
H 1.170 1.688 0.739
H 2.879 0.559 1.199
H 1.933 -0.039 2.583

Run d
Here is an isolated ion of composition C5H10NO2 and charge -1 from the Open Molecules 2025 dataset. Energies are from the ωB97M-V functional and the def2-TZVPD basis.

Its charge is -1. The frontier orbital gap is 6.5188 eV.

Cartesian coordinates (Å):
C -1.830 -0.292 1.314
N -0.582 0.262 0.844
C 0.109 -0.604 -0.033
C 1.129 0.163 -0.970
C 0.474 1.471 -1.457
O 0.397 2.403 -0.403
C 0.931 -1.609 0.763
O 1.307 -2.698 0.362
H -1.851 -1.396 1.246
H -2.651 0.059 0.704
H -1.919 -0.024 2.358
H -0.124 1.781 0.265
H -0.528 -1.188 -0.725
H 2.046 0.324 -0.352
H 1.407 -0.554 -1.758
H 1.042 1.917 -2.281
H -0.568 1.212 -1.648
H 1.211 -1.226 1.771

Which of the structures shown above is the most stable? The most stable is run c.